Entry 1:
Here is a gas-phase ion, C19H31N6S (charge +1) from OMol25. Energies are from ωB97M-V/def2-TZVPD.

```
57
Properties=species:S:1:pos:R:3
C -3.44669 -3.52669 -1.32829
C -2.82663 -2.57677 -0.31037
C -1.33375 -2.40155 -0.57752
C -0.57239 -1.60852 0.50894
C -0.68905 -0.12886 0.29071
N 0.22601 0.60523 -0.32115
N -0.18816 1.86928 -0.28091
N -1.29442 1.95097 0.30815
N -1.65806 0.72434 0.69364
C -2.88485 0.53211 1.43447
C -4.02640 1.18481 0.72594
C -4.79025 2.22418 1.15734
C -5.77267 2.60739 0.21725
C -5.73136 1.86605 -0.91639
S -4.50028 0.67421 -0.86648
N 0.79730 -2.07654 0.57076
C 1.58647 -2.14773 -0.64878
C 2.91555 -1.39187 -0.51711
N 2.66581 -0.13399 0.21149
C 3.72432 0.89376 0.01130
C 3.41244 2.22094 0.73356
C 3.06727 3.22217 -0.36929
C 3.97602 2.78621 -1.51011
C 3.83844 1.26402 -1.48103
C 2.39193 -0.46226 1.62959
C 1.59533 -1.79029 1.72924
H -3.32072 -3.14108 -2.33669
H -4.50972 -3.63907 -1.13659
H -2.98204 -4.50784 -1.27237
H -2.97571 -2.98175 0.69339
H -3.33893 -1.61644 -0.38185
H -1.20455 -1.92591 -1.55121
H -0.87278 -3.38910 -0.61881
H -1.02034 -1.84517 1.48263
H -3.04376 -0.54087 1.56236
H -2.76672 1.00239 2.41660
H -4.66391 2.69938 2.11308
H -6.47441 3.40406 0.38093
H -6.34802 1.93852 -1.78961
H 1.01685 -1.72758 -1.47794
H 1.80452 -3.19704 -0.88427
H 3.66012 -1.97481 0.02941
H 3.30903 -1.17956 -1.50924
H 1.72739 0.26088 -0.18155
H 4.65802 0.46074 0.38344
H 4.30399 2.55239 1.26505
H 2.60878 2.13996 1.45969
H 2.02023 3.12208 -0.65802
H 3.24341 4.24811 -0.05757
H 3.68262 3.20296 -2.46990
H 5.00554 3.07924 -1.30487
H 4.67390 0.76786 -1.97101
H 2.91545 0.99644 -1.99799
H 3.33727 -0.55358 2.16851
H 1.81933 0.35052 2.07616
H 0.96011 -1.76260 2.61506
H 2.29314 -2.62375 1.85824
```

The calculation puts the HOMO energy at -11.49 eV. As for the SMILES: CCC[C@H](c1nnnn1Cc1cccs1)N1CC[NH+](C2CCCC2)CC1. Its relative energy (zero: lowest compared OMol25 entry of this formula, charge and spin) is 1.9 kcal/mol. The value obtained for the HOMO-LUMO gap is 9.435 eV. The LUMO energy comes out at -2.05 eV. The net charge is +1. The electronic energy comes out at -1469.06201 Eh.

Löwdin atomic charge list, values in e, 2 entries: number 1, C, carries -0.09; number 2, C, carries -0.26

---

Entry 2:
Here is C4H5N2P in the gas phase from OMol25. Energies are from ωB97M-V/def2-TZVPD.

```
12
Properties=species:S:1:pos:R:3
N -0.81185 -1.97156 -2.01405
C -0.56002 -1.41591 -1.06105
C -0.11404 -0.58684 0.07206
C -1.01966 0.55746 0.50588
N -0.26664 1.45233 1.24637
P 1.23404 1.56012 1.12612
C 1.33519 0.13972 -0.18048
H 0.04169 -1.16051 0.89063
H -1.20280 1.22350 -0.39851
H -1.94075 0.31058 0.94559
H 1.99177 -0.67288 0.08342
H 1.31307 0.56399 -1.21598
```

The calculation puts the HOMO energy at -9.79 eV. As for the SMILES: N#C[C@@H]1CN=PC1. Its relative energy (zero: lowest compared OMol25 entry of this formula, charge and spin) is 20.4 kcal/mol. The value obtained for the HOMO-LUMO gap is 9.446 eV. The LUMO energy comes out at -0.34 eV. The net charge is 0. The electronic energy comes out at -606.21910 Eh.

Löwdin atomic charge list, values in e, 2 entries: number 1, N, carries 0.15; number 2, C, carries -0.20